# 1
DFT (ωB97M-V/def2-TZVPD) results for a molecular structure, C44H34F3N10O5SbV.

Properties
- LUMO (alpha / beta) (eV) = -0.28 / -0.53
- multiplicity = 4
- expectation value of S² = 3.76
- ΔE to the lowest compared entry with this formula, charge and spin (kJ/mol) = 4.42
- HOMO energy (alpha / beta) (hartree) = -0.2570 / -0.2921

Each line ends with the Löwdin spin population.
Atoms and positions in Å:
V 0.95874 0.62320 1.16973  2.681
C -2.30290 2.68322 3.28032  0.008
C -1.32362 1.71531 2.69403  0.050
N -0.09317 2.00855 2.41241  0.002
N 0.36040 3.24896 2.69221  -0.005
C 1.67814 3.31489 2.44516  0.004
O 2.38849 2.35390 2.07841  0.025
C 2.30528 4.65671 2.64632  0.001
C 1.58098 5.74257 3.13067  0.000
C 2.19768 6.97379 3.28989  0.000
C 3.53838 7.13066 2.96428  0.000
C 4.26432 6.05087 2.48048  0.000
C 3.64939 4.81831 2.32439  0.001
C -1.70641 0.32659 2.42096  0.025
C -2.92580 -0.21672 2.82297  0.003
C -3.16981 -1.56308 2.62132  0.021
C -2.20212 -2.34443 2.00813  0.005
C -1.03441 -1.73210 1.59364  0.022
N -0.78715 -0.43548 1.78725  0.017
H -1.89362 3.68675 3.21005  0.000
H -3.25839 2.64065 2.75309  0.002
H -2.49520 2.46631 4.33454  0.003
H 0.53750 5.60625 3.37708  0.000
H 1.63173 7.81580 3.66784  0.000
H 4.01738 8.09375 3.08756  0.000
H 5.30960 6.16986 2.22514  0.000
H 4.19540 3.96221 1.95114  0.000
H -3.65901 0.40533 3.31674  0.000
H -4.10619 -2.00131 2.94211  0.001
H -2.35263 -3.39917 1.83197  0.000
H -0.25598 -2.28560 1.08140  0.001
N -1.39005 2.29582 -2.09462  0.005
C -1.33260 1.83724 -0.84049  0.014
N -0.07628 1.63026 -0.51796  0.012
C 0.61021 1.99520 -1.63759  0.007
N -0.15662 2.39996 -2.62242  -0.001
C 2.07621 1.94955 -1.64979  0.003
C 2.85389 2.32049 -2.73881  0.000
N 4.17858 2.27695 -2.68634  0.001
C 4.71908 1.86881 -1.54191  0.001
C 3.94349 1.50396 -0.44935  0.004
N 2.62243 1.54134 -0.50941  0.015
H -2.19711 2.51847 -2.65331  0.000
H -2.19206 1.65660 -0.21539  0.001
H 2.39225 2.65565 -3.65968  0.000
H 5.80027 1.83306 -1.49322  0.000
H 4.38395 1.18408 0.48698  0.000
C 2.29845 0.37209 4.78915  0.002
C 2.69204 -0.57681 3.71703  0.012
N 2.23812 -0.57019 2.48047  0.008
C 2.84139 -1.61376 1.82192  0.006
C 3.67076 -2.27169 2.68086  0.000
N 3.56383 -1.59723 3.87077  0.004
C 4.57271 -3.44312 2.57126  0.000
O 4.59040 -4.05959 1.41144  0.000
O 5.20390 -3.79857 3.54072  0.000
C 2.48560 -1.85123 0.39489  0.006
O 3.01764 -2.80340 -0.20589  0.007
O 1.63235 -1.04317 -0.07250  0.019
H 2.01506 1.31684 4.33029  0.001
H 3.12170 0.54363 5.48169  0.000
H 1.44785 -0.01468 5.35322  0.001
H 4.07942 -1.86154 4.69645  0.000
H 3.96254 -3.62357 0.74274  0.000
F -6.63188 -3.28536 0.72982  0.000
C -5.51968 -2.90936 0.06709  0.000
C -4.59971 -3.87202 -0.29346  0.000
C -3.44760 -3.47196 -0.95999  0.000
C -3.21760 -2.13129 -1.25730  0.000
C -4.17899 -1.19440 -0.88096  0.000
C -5.34017 -1.57122 -0.22267  0.000
Sb -1.38628 -1.40954 -2.11726  0.001
C -2.29768 -0.72322 -3.93821  0.000
C -1.56344 0.14843 -4.74233  0.000
C -2.08616 0.64447 -5.92916  0.000
C -3.35998 0.25814 -6.29443  0.000
F -3.88261 0.74391 -7.43702  0.000
C -4.12192 -0.60002 -5.52760  0.000
C -3.58048 -1.08629 -4.34481  0.000
C -0.67047 -3.27614 -2.84951  0.000
C 0.58243 -3.70595 -2.41403  0.000
C 1.11322 -4.90834 -2.86513  0.000
C 0.37351 -5.65837 -3.75403  0.000
F 0.87883 -6.82385 -4.20210  0.000
C -0.86891 -5.25972 -4.21341  0.000
C -1.38614 -4.05879 -3.75438  0.000
H -4.78831 -4.91076 -0.05597  0.000
H -2.71981 -4.22352 -1.24406  0.000
H -4.03045 -0.14255 -1.10777  0.000
H -6.09290 -0.85152 0.07123  0.000
H -0.56896 0.45973 -4.44173  0.000
H -1.52639 1.32040 -6.56168  0.000
H -5.11697 -0.87181 -5.85372  0.000
H -4.17802 -1.74789 -3.72799  0.000
H 1.16995 -3.10603 -1.72642  0.000
H 2.08496 -5.25255 -2.53755  0.000
H -1.40388 -5.88080 -4.91937  0.000
H -2.35389 -3.72979 -4.11650  0.000

# 2
DFT (ωB97M-V/def2-TZVPD) results for a molecular structure, C44H35As2N3OsS3 at a distorted geometry.

Properties
- LUMO (alpha / beta) (eV) = -7.98 / -7.98
- net charge = +2
- ΔE to the lowest compared entry with this formula, charge and spin (kJ/mol) = 81.07
- HOMO energy (alpha / beta) (hartree) = -0.4733 / -0.4732

Each line ends with the Löwdin charge.
Atoms and positions in Å:
Os -0.87410 -0.92048 -0.57881  0.666
C 3.01249 -4.91771 -1.97732  -0.326
S 2.89232 -3.15870 -2.37527  0.926
C 1.35666 -2.72485 -1.72663  -0.996
S 0.83860 -1.04713 -2.09264  0.616
N 0.60975 -3.52561 -1.06585  -0.022
N -0.61437 -2.95292 -0.76341  -0.232
C -1.57237 -3.78665 -0.59076  -0.020
C -2.89925 -3.21838 -0.67435  -0.266
C -4.04721 -3.95832 -0.45778  0.025
C -5.27736 -3.37017 -0.71548  -0.010
C -5.29873 -2.07870 -1.20556  -0.013
C -4.10375 -1.39048 -1.37216  -0.118
N -2.91617 -1.93095 -1.10477  -0.046
H 3.48075 -5.39607 -2.83385  0.048
H 2.01789 -5.32222 -1.81887  0.035
H 3.62191 -5.05885 -1.08889  0.048
H -1.38282 -4.85312 -0.56117  0.153
H -3.97143 -4.97610 -0.10030  0.133
H -6.19544 -3.91597 -0.54796  0.130
H -6.22850 -1.59057 -1.46091  0.129
H -4.10085 -0.38077 -1.75284  0.102
S 0.24497 0.80514 0.26786  0.565
C -0.20677 1.18493 1.95342  -0.587
C 0.66339 1.93426 2.73076  -0.079
C 0.32648 2.19812 4.05331  -0.044
C -0.85920 1.71791 4.58881  -0.047
C -1.73239 0.97396 3.80192  -0.075
C -1.40542 0.71798 2.48218  -0.392
As -2.50066 -0.17985 1.18212  1.217
C -3.84083 -1.13769 2.17124  -0.374
C -3.41201 -2.08338 3.10217  -0.112
C -4.34376 -2.78514 3.85056  -0.062
C -5.70013 -2.54576 3.66801  -0.055
C -6.12575 -1.60457 2.74196  -0.058
C -5.19823 -0.89912 1.98698  -0.110
C -3.41956 1.37848 0.47234  -0.367
C -3.29934 1.76922 -0.85682  -0.146
C -3.87545 2.95516 -1.29110  -0.061
C -4.56084 3.76233 -0.39559  -0.054
C -4.67898 3.37989 0.93453  -0.051
C -4.10984 2.19319 1.36783  -0.100
H 1.59846 2.29129 2.31856  0.089
H 1.00663 2.76751 4.67221  0.118
H -1.10752 1.92026 5.62164  0.117
H -2.65979 0.60021 4.21963  0.112
H -2.35280 -2.26524 3.25183  0.111
H -4.01345 -3.51246 4.57984  0.115
H -6.42697 -3.09196 4.25417  0.116
H -7.18225 -1.41074 2.61246  0.116
H -5.53506 -0.15620 1.27481  0.102
H -2.75268 1.15753 -1.56719  0.068
H -3.78447 3.24881 -2.32842  0.114
H -4.99957 4.69203 -0.73170  0.116
H -5.20861 4.00957 1.63662  0.117
H -4.20338 1.90671 2.40906  0.108
C 5.03584 2.42081 2.82610  -0.052
C 5.09591 1.04069 2.68723  -0.058
C 4.49491 0.42830 1.59847  -0.099
C 3.86003 1.21261 0.64060  -0.378
C 3.78196 2.59322 0.77841  -0.105
C 4.38413 3.19441 1.87434  -0.061
As 3.09297 0.36119 -0.90783  1.333
C 2.75415 1.75115 -2.20146  -0.343
C 1.73289 2.68992 -2.22195  -0.115
C 1.62781 3.55624 -3.30094  -0.059
C 2.52779 3.46912 -4.35275  -0.043
C 3.54517 2.52545 -4.33314  0.001
C 3.66470 1.65743 -3.25762  -0.186
C 4.69852 0.61001 -3.11681  -0.184
C 5.76268 0.39569 -3.98190  0.003
C 6.68557 -0.60481 -3.70987  -0.038
C 6.56229 -1.39860 -2.57639  -0.061
C 5.50361 -1.20064 -1.70558  -0.128
C 4.59325 -0.18969 -1.97846  -0.329
H 5.50018 2.89617 3.67959  0.117
H 5.61097 0.44165 3.42587  0.116
H 4.53207 -0.64996 1.49818  0.104
H 3.28720 3.19914 0.03002  0.104
H 4.35078 4.27072 1.97850  0.117
H 1.02199 2.76053 -1.40930  0.060
H 0.83897 4.29584 -3.32223  0.113
H 2.43692 4.14152 -5.19501  0.117
H 4.24234 2.47202 -5.15861  0.117
H 5.88355 1.01135 -4.86313  0.117
H 7.51281 -0.76583 -4.38777  0.118
H 7.28872 -2.17451 -2.37663  0.115
H 5.39713 -1.82882 -0.83034  0.101

# 3
DFT (ωB97M-V/def2-TZVPD) results for a molecular structure, C44H35AsF6N3O4TeV.

Properties
- LUMO (alpha / beta) (eV) = -3.72 / -6.30
- multiplicity = 2
- net charge = +1
- expectation value of S² = 0.76
- ΔE to the lowest compared entry with this formula, charge and spin (kJ/mol) = 43.14
- HOMO energy (alpha / beta) (hartree) = -0.4056 / -0.4055

Each line ends with the Löwdin spin population.
Atoms and positions in Å:
V 0.42932 -0.02226 1.53300  0.001
C 2.96934 -5.61132 -1.09898  0.000
C 2.10833 -4.44409 -0.70123  0.000
C 0.76998 -4.37809 -1.07289  0.000
C -0.05519 -3.31477 -0.71088  0.000
C -1.48725 -3.28897 -1.18014  0.000
O -1.70759 -3.50840 -2.35546  0.000
C -2.56691 -3.00618 -0.20877  0.000
C -3.81039 -2.60580 -0.69357  0.000
C -4.84107 -2.34042 0.18926  0.000
C -4.63899 -2.49086 1.55561  0.000
C -3.40688 -2.90456 2.04294  0.000
C -2.36851 -3.15525 1.16207  0.000
C 0.51190 -2.27354 0.00666  0.000
O -0.22386 -1.17487 0.36427  0.000
C 1.84626 -2.32001 0.41539  0.000
C 2.63556 -3.40317 0.06283  0.000
C 2.28000 -1.13610 1.21698  0.000
N 2.10524 0.08203 0.66773  0.004
C 2.43716 0.38137 -0.72257  0.019
C 1.37059 1.20195 -1.44621  0.053
Te 1.88721 1.55855 -3.47067  0.625
C 1.74406 -0.36592 -4.18340  0.067
C 2.52794 -0.69174 -5.29636  0.048
C 2.43770 -1.96161 -5.83564  -0.002
C 1.54828 -2.88128 -5.29239  0.062
C 0.75196 -2.54816 -4.20106  -0.002
C 0.85213 -1.29114 -3.63239  0.041
C 2.99666 -1.27582 2.49426  0.000
C 2.98267 -2.48633 3.19013  0.000
C 3.63340 -2.59208 4.40681  0.000
C 4.29368 -1.49286 4.93908  0.000
C 4.30436 -0.28401 4.25431  0.000
C 3.65978 -0.17043 3.03607  0.000
H 2.37950 -6.38925 -1.58033  0.000
H 3.46166 -6.05032 -0.23077  0.000
H 3.75076 -5.30099 -1.79471  0.000
H 0.33335 -5.18324 -1.65274  0.000
H -3.94832 -2.50215 -1.76141  0.000
H -5.80378 -2.01750 -0.18337  0.000
H -5.44774 -2.28572 2.24482  0.000
H -3.25455 -3.02455 3.10599  0.000
H -1.40683 -3.47599 1.54349  0.000
H 3.66671 -3.44275 0.39598  0.000
H 2.62527 -0.55527 -1.25797  0.001
H 3.37202 0.94951 -0.70463  0.004
H 1.28626 2.20885 -1.05047  0.000
H 0.38333 0.73754 -1.43890  0.008
H 3.20437 0.03349 -5.73207  0.002
H 3.04927 -2.22984 -6.68604  -0.001
H 1.46477 -3.86645 -5.73184  0.003
H 0.04011 -3.25186 -3.79109  -0.001
H 0.22179 -1.03929 -2.78769  0.001
H 2.44303 -3.33533 2.79115  0.000
H 3.61475 -3.52862 4.94735  0.000
H 4.79582 -1.57622 5.89370  0.000
H 4.81290 0.57317 4.67409  0.000
H 3.64254 0.77572 2.50942  0.000
O 1.86065 2.96735 1.78286  0.000
C 0.77818 2.94610 1.24529  0.000
N 0.05635 4.01623 0.80080  0.000
C -1.18407 3.64198 0.14819  0.000
C -1.15089 2.10920 0.35853  0.000
O -1.98536 1.32864 -0.02814  0.000
N 0.04930 1.78247 0.94249  0.000
C -2.39254 4.29505 0.79406  0.000
C -2.80493 5.55122 0.36258  0.000
C -3.84873 6.20338 1.00200  0.000
C -4.48952 5.60059 2.07433  0.000
C -4.08309 4.34593 2.50561  0.000
C -3.03833 3.69366 1.86881  0.000
C -1.11510 3.83186 -1.36897  0.000
C 0.02498 4.32905 -1.98912  0.009
C 0.09847 4.40037 -3.37892  0.029
C -0.96471 3.96144 -4.15647  0.024
C -2.10976 3.47279 -3.53739  -0.001
C -2.18824 3.41465 -2.15542  0.006
H 0.27178 4.94843 1.11299  0.000
H -2.31665 6.02113 -0.48323  0.000
H -4.16334 7.18017 0.65965  0.000
H -5.30653 6.10601 2.57150  0.000
H -4.58207 3.86934 3.33874  0.000
H -2.73997 2.70998 2.21235  0.000
H 0.85549 4.67910 -1.38881  0.000
H 0.97466 4.83135 -3.84870  0.000
H -0.91489 4.02641 -5.23564  0.000
H -2.94929 3.14357 -4.13513  0.000
H -3.07872 3.02896 -1.67698  0.000
F 0.08753 -1.57698 3.09070  0.000
As -0.67024 -0.37233 4.19688  0.000
F -1.30522 0.98530 4.97188  0.000
F 0.65429 0.66550 3.44172  0.000
F -1.49381 0.07827 2.67237  0.000
F 0.39558 -0.79715 5.43391  0.000
F -1.89517 -1.44580 4.63793  0.000

# 4
DFT (ωB97M-V/def2-TZVPD) results for a molecular structure, C44H35ClF10N4O3PV at a distorted geometry.

Properties
- LUMO (alpha / beta) (eV) = 2.35 / 2.35
- multiplicity = 2
- net charge = -1
- expectation value of S² = 1.14
- ΔE to the lowest compared entry with this formula, charge and spin (kJ/mol) = 197.04
- HOMO energy (alpha / beta) (hartree) = -0.1432 / -0.1195

Each line ends with the Löwdin spin population.
Atoms and positions in Å:
V -1.37327 0.46424 -1.02736  0.974
C -1.96363 -0.85676 -4.72407  0.000
N -2.48539 -0.09269 -3.59338  -0.010
C -2.63043 1.29814 -4.03850  0.000
C -2.56994 2.35910 -2.94025  0.002
N -1.42517 2.07978 -2.10598  0.010
C -0.75903 3.09792 -1.52117  0.009
C -1.21910 4.39272 -1.20312  0.004
F -2.49116 4.74303 -1.48963  0.000
C -0.42038 5.33410 -0.58581  0.000
F -0.91431 6.54919 -0.30581  0.000
C 0.89515 5.05667 -0.27002  0.003
F 1.67292 5.99317 0.29647  0.001
C 1.41226 3.81324 -0.60346  0.000
F 2.71137 3.56003 -0.40714  0.000
C 0.60571 2.88378 -1.20752  0.005
F 1.11872 1.70259 -1.60558  0.009
C -3.75118 -0.67809 -3.16092  -0.001
C -4.27946 -0.08428 -1.86863  0.004
N -3.26613 -0.13598 -0.83307  0.035
C -3.65456 0.19151 0.42500  0.005
C -4.72883 1.00645 0.84558  -0.010
F -5.54625 1.59181 -0.05593  -0.003
C -4.98122 1.26913 2.17895  0.001
F -6.01280 2.05887 2.50921  0.001
C -4.19405 0.73570 3.18054  -0.012
F -4.44481 1.01884 4.46866  -0.003
C -3.16693 -0.12362 2.82703  0.000
F -2.43511 -0.72192 3.77904  0.001
C -2.93768 -0.38828 1.50120  -0.010
F -2.00400 -1.30272 1.16241  -0.004
H -2.53654 -0.65238 -5.64224  0.000
H -2.02008 -1.92664 -4.53094  0.000
H -0.91935 -0.59418 -4.88924  -0.001
H -3.56264 1.42649 -4.61648  0.000
H -1.78722 1.50327 -4.70141  0.000
H -3.49897 2.41080 -2.36690  0.000
H -2.45701 3.32103 -3.45362  0.000
H -3.59198 -1.74882 -3.00589  0.000
H -4.52303 -0.55769 -3.94266  0.000
H -5.14828 -0.68236 -1.55600  0.001
H -4.65459 0.92256 -2.06432  0.001
N -0.81025 -2.61468 -2.23549  -0.015
C -0.55697 -3.87982 -1.71627  -0.002
C -1.23303 -4.98508 -2.24912  -0.001
C -0.99047 -6.26207 -1.77789  0.000
C -0.04937 -6.47465 -0.78480  0.000
C 0.63791 -5.39588 -0.25323  0.000
C 0.40177 -4.10098 -0.70116  0.000
P 1.07003 -2.59519 0.06243  -0.002
C 1.76829 -3.25675 1.62091  0.000
C 3.11227 -3.19993 1.97914  0.000
C 3.51896 -3.59131 3.24760  0.000
C 2.59179 -4.04284 4.17362  0.000
C 1.24964 -4.11086 3.82279  0.000
C 0.84175 -3.71662 2.56146  0.000
C 2.56778 -2.29228 -0.94640  0.000
C 2.90357 -3.03627 -2.07344  0.000
C 3.98142 -2.65895 -2.86125  0.000
C 4.72751 -1.53525 -2.53871  0.000
C 4.40562 -0.79217 -1.41113  0.000
C 3.33218 -1.16998 -0.62312  0.000
H -0.67392 -1.74328 -1.66372  -0.014
H -1.66986 -2.55311 -2.75471  -0.001
H -1.97391 -4.82916 -3.02561  0.000
H -1.56381 -7.09322 -2.16937  0.000
H 0.13386 -7.47466 -0.41463  0.000
H 1.36099 -5.55589 0.53561  0.000
H 3.84942 -2.85362 1.26590  0.000
H 4.56798 -3.54152 3.51236  0.000
H 2.91352 -4.33660 5.16438  0.000
H 0.51802 -4.45867 4.54076  0.000
H -0.20580 -3.75718 2.28854  0.000
H 2.31484 -3.90658 -2.33260  0.000
H 4.23675 -3.24195 -3.73747  0.000
H 5.55496 -1.23091 -3.16730  0.000
H 4.97336 0.09458 -1.15928  0.000
H 3.04750 -0.56679 0.22959  0.000
C 0.77506 4.96168 3.82860  0.000
C 2.01082 4.33162 3.25762  0.000
C 3.15131 5.06721 2.98691  0.000
C 4.28059 4.44736 2.47470  0.000
Cl 5.69292 5.39873 2.12557  0.000
C 4.29395 3.09028 2.23051  0.000
C 3.15125 2.34717 2.48783  0.000
C 2.00978 2.95316 2.99494  0.000
O 0.87602 2.29508 3.34650  0.000
C 0.50078 1.10871 2.68279  0.001
C -0.38197 1.35436 1.43619  0.006
O -1.23564 2.23274 1.42886  0.004
O -0.14946 0.54336 0.46742  0.011
H 0.84319 6.04800 3.80523  0.000
H 0.63835 4.63571 4.86186  0.000
H -0.10238 4.63504 3.26964  0.000
H 3.14690 6.13728 3.14367  0.000
H 5.17390 2.61496 1.82036  0.000
H 3.17367 1.28495 2.28710  0.000
H -0.11248 0.55325 3.39620  0.000
H 1.34751 0.48174 2.40208  0.000

Which of these has the highest ΔE to the lowest compared entry with this formula, charge and spin? C44H35ClF10N4O3PV